This record from the OMol25 dataset describes C50H68CdClGe2N12P as an isolated structure. The level of theory is ωB97M-V with the def2-TZVPD basis set.

```
135
Properties=species:S:1:pos:R:3:forces:R:3:lowdin_spin:R:1
Cd 0.0662 -0.0953 -0.3240 0.07 0.41 0.07 0.00
C -3.0031 2.9688 3.4658 -0.01 0.01 -0.01 0.00
N -1.9772 2.6546 2.4832 0.00 -0.02 0.09 0.00
C -0.8462 3.3993 2.2821 -0.02 -0.03 -0.01 0.00
C -0.1222 2.7384 1.3396 -0.07 -0.02 -0.06 0.00
N -0.7867 1.6062 0.9658 0.18 -0.21 0.23 0.00
C -1.9007 1.5599 1.6799 -0.18 0.08 -0.23 0.00
P -3.2552 0.3376 1.6815 0.01 0.03 0.05 0.00
C -2.4894 -0.9388 2.7048 0.03 0.02 -0.10 0.00
N -1.2916 -1.4439 2.4999 0.06 -0.06 0.11 0.00
C -1.1030 -2.3543 3.4981 -0.02 0.12 -0.06 0.00
C -2.1997 -2.3931 4.3130 0.00 0.01 0.01 0.00
N -3.0869 -1.4907 3.8012 -0.05 0.00 0.00 0.00
C -4.3796 -1.1574 4.3760 0.02 -0.03 0.00 0.00
C -3.1582 -0.3933 0.0173 -0.10 0.03 0.02 0.00
N -2.1854 -0.3317 -0.8706 0.10 0.00 -0.10 0.00
C -2.6558 -0.9055 -2.0169 0.05 -0.02 -0.02 0.00
C -3.9221 -1.3561 -1.8097 -0.05 0.13 -0.03 0.00
N -4.2451 -1.0095 -0.5266 -0.02 -0.04 0.04 0.00
C -5.5021 -1.3433 0.1234 0.02 -0.01 -0.02 0.00
H -2.7079 2.6147 4.4530 0.00 0.00 0.00 0.00
H -3.1446 4.0468 3.4973 0.01 0.00 0.01 0.00
H -3.9408 2.4994 3.1787 0.00 0.00 -0.01 0.00
H -0.6645 4.3154 2.8153 -0.01 0.02 0.01 0.00
H 0.8124 3.0147 0.8895 0.12 -0.04 0.00 0.00
H -0.2082 -2.9440 3.5656 0.08 -0.01 0.05 0.00
H -2.4236 -2.9762 5.1885 -0.01 -0.02 0.02 0.00
H -4.7380 -2.0093 4.9486 -0.01 0.00 -0.01 0.00
H -4.3052 -0.2937 5.0366 0.00 0.00 0.00 0.00
H -5.0954 -0.9420 3.5861 0.00 0.00 0.01 0.00
H -2.0525 -0.9735 -2.9063 0.02 -0.02 -0.01 0.00
H -4.6131 -1.8735 -2.4513 -0.03 -0.01 -0.01 0.00
H -5.5275 -2.4038 0.3707 0.01 0.00 0.01 0.00
H -5.6061 -0.7596 1.0353 0.00 0.02 -0.02 0.00
H -6.3301 -1.1026 -0.5409 0.01 -0.01 0.00 0.00
C 4.0525 1.0116 -4.0120 -0.01 -0.05 -0.02 0.00
N 2.6787 0.9129 -3.5519 0.00 -0.06 0.06 0.00
C 1.6994 0.8994 -4.6206 -0.01 -0.04 0.02 0.00
C 2.3485 1.1249 -2.2397 0.02 -0.14 -0.21 0.00
N 1.2812 1.7747 -1.8239 -0.28 -0.17 -0.06 0.00
C 0.8412 2.8057 -2.6966 -0.03 0.36 0.24 0.00
C 1.7793 3.6154 -3.3518 0.04 0.02 0.05 0.00
C 1.4174 4.6158 -4.2365 -0.02 0.00 0.03 0.00
C 0.0721 4.8454 -4.4892 0.02 -0.06 0.00 0.00
C -0.8681 4.1182 -3.7823 0.02 0.10 -0.04 0.00
C -0.5103 3.1528 -2.8362 0.01 -0.06 -0.05 0.00
N -1.5232 2.5373 -2.0851 0.05 0.05 0.10 0.00
C -2.3361 3.3245 -1.4653 -0.06 -0.11 -0.07 0.00
N -2.1016 4.6329 -1.0711 0.03 -0.09 0.13 0.00
C -3.0499 5.6680 -1.4372 0.01 0.02 -0.05 0.00
C -0.7715 5.1361 -0.7945 -0.01 0.09 -0.14 0.00
N -3.5878 2.8299 -1.1127 -0.01 0.21 -0.03 0.00
C -4.3708 3.4196 -0.0495 -0.04 -0.09 0.04 0.00
C -4.3726 2.1809 -2.1441 0.00 -0.14 0.01 0.00
N 3.1934 0.5653 -1.3400 0.08 0.03 0.05 0.00
C 3.8879 -0.6767 -1.5981 0.18 -0.02 -0.11 0.00
C 3.3743 1.0969 -0.0060 -0.06 0.02 0.05 0.00
H 4.1280 1.8257 -4.7393 0.00 0.01 0.00 0.00
H 4.3814 0.0898 -4.4978 -0.01 -0.01 0.01 0.00
H 4.7187 1.2295 -3.1826 0.01 0.00 0.01 0.00
H 1.7918 1.7872 -5.2518 -0.03 0.00 0.01 0.00
H 0.6922 0.8740 -4.2160 -0.04 -0.04 0.02 0.00
H 1.8570 0.0080 -5.2298 0.06 0.02 -0.03 0.00
H 2.8314 3.4485 -3.1530 0.01 0.01 -0.01 0.00
H 2.1823 5.2063 -4.7226 0.01 0.00 -0.02 0.00
H -0.2398 5.5876 -5.2113 0.00 0.03 0.00 0.00
H -1.9262 4.2992 -3.9374 0.01 0.00 -0.02 0.00
H -4.0107 5.2359 -1.6990 0.01 0.04 -0.05 0.00
H -2.6830 6.2266 -2.3058 0.02 0.01 0.01 0.00
H -3.1946 6.3718 -0.6139 -0.01 -0.01 0.01 0.00
H -0.1058 4.3172 -0.5646 0.06 -0.05 -0.02 0.00
H -0.8229 5.8032 0.0711 0.00 0.00 0.00 0.00
H -0.3529 5.6913 -1.6398 -0.02 0.00 -0.02 0.00
H -3.7233 3.9649 0.6342 -0.01 -0.02 0.00 0.00
H -4.8840 2.6253 0.5016 0.00 -0.01 0.02 0.00
H -5.1432 4.1045 -0.4190 -0.01 -0.01 0.02 0.00
H -3.7087 1.7733 -2.9005 0.01 -0.01 0.02 0.00
H -4.9625 1.3658 -1.7218 0.00 -0.05 0.04 0.00
H -5.0710 2.8882 -2.6124 0.01 0.01 0.01 0.00
H 3.5476 -1.1209 -2.5292 0.01 0.01 0.02 0.00
H 3.6606 -1.3635 -0.7883 0.03 -0.14 0.09 0.00
H 4.9722 -0.5369 -1.6326 0.01 0.00 0.00 0.00
H 2.7534 1.9766 0.1236 -0.02 0.05 0.01 0.00
H 4.4211 1.3714 0.1552 0.01 -0.04 -0.02 0.00
H 3.1020 0.3519 0.7466 -0.06 0.00 0.04 0.00
C 4.7545 -2.9275 1.0222 -0.03 0.07 -0.08 0.00
Ge 2.9045 -3.5746 1.1722 -0.01 0.16 0.06 0.00
C 2.5648 -3.5521 3.1183 -0.09 0.01 0.00 0.00
C 3.0497 -5.4759 0.7103 -0.07 -0.02 -0.05 0.00
Ge 1.1031 -2.4723 -0.1528 -0.02 -0.37 -0.17 0.00
C 1.3190 -3.0048 -2.0641 -0.06 -0.01 0.05 0.00
C 1.6554 -4.3112 -2.4307 -0.05 0.07 0.05 0.00
C 1.6090 -4.7292 -3.7520 -0.01 0.01 -0.03 0.00
C 1.2033 -3.8512 -4.7489 0.02 -0.02 0.02 0.00
C 0.8612 -2.5522 -4.4112 0.05 0.02 0.00 0.00
C 0.9322 -2.1393 -3.0843 0.00 0.09 -0.05 0.00
C -0.4221 -3.6830 0.2824 -0.04 0.03 -0.02 0.00
C -1.5423 -3.6467 -0.5496 0.07 -0.04 -0.05 0.00
C -2.6478 -4.4516 -0.3217 0.00 0.04 0.01 0.00
C -2.6559 -5.3329 0.7523 -0.01 -0.01 0.01 0.00
C -1.5447 -5.4051 1.5766 0.03 0.02 -0.02 0.00
C -0.4439 -4.5880 1.3398 -0.10 0.03 -0.05 0.00
H 5.3582 -3.5930 1.6426 0.01 0.01 0.01 0.00
H 4.8871 -1.9090 1.3864 0.01 0.05 -0.04 0.00
H 5.1297 -2.9897 0.0022 0.03 0.02 -0.04 0.00
H 3.5314 -3.6034 3.6229 -0.01 -0.02 0.03 0.00
H 1.9877 -4.4256 3.4194 -0.01 -0.04 0.02 0.00
H 2.0518 -2.6602 3.4733 -0.05 0.00 0.00 0.00
H 3.6269 -5.9572 1.5019 0.00 -0.02 0.00 0.00
H 3.5852 -5.6085 -0.2287 0.01 -0.02 -0.02 0.00
H 2.0801 -5.9671 0.6401 -0.01 -0.01 -0.02 0.00
H 1.9259 -5.0290 -1.6697 0.04 -0.05 0.07 0.00
H 1.8734 -5.7485 -4.0030 0.00 -0.01 0.00 0.00
H 1.1524 -4.1784 -5.7790 0.00 -0.01 -0.01 0.00
H 0.5401 -1.8612 -5.1811 -0.02 0.00 0.01 0.00
H 0.6700 -1.1083 -2.8509 -0.02 -0.01 0.01 0.00
H -1.5394 -2.9980 -1.4168 0.01 -0.04 0.03 0.00
H -3.4952 -4.4081 -0.9968 -0.01 0.00 -0.01 0.00
H -3.5102 -5.9733 0.9308 -0.01 -0.01 0.00 0.00
H -1.5286 -6.1036 2.4041 0.00 0.00 0.01 0.00
H 0.4003 -4.6651 2.0091 0.08 -0.02 0.02 0.00
Cl 6.6247 0.9373 6.2622 0.00 0.00 0.00 0.04
C 5.1372 0.7999 5.3910 0.00 0.00 0.01 0.14
C 4.9382 -0.2812 4.5374 -0.02 -0.01 -0.03 -0.02
C 3.7544 -0.3880 3.8433 0.07 0.01 -0.02 0.12
C 2.7279 0.5786 3.9770 -0.03 0.08 -0.11 0.05
C 1.5358 0.4787 3.2493 0.01 -0.06 0.00 0.49
C 2.9728 1.6655 4.8528 0.00 0.02 0.02 0.12
C 4.1546 1.7740 5.5493 -0.02 0.01 0.00 -0.02
H 5.7151 -1.0249 4.4262 0.02 -0.01 0.00 0.00
H 3.5994 -1.2247 3.1756 0.03 0.06 0.02 0.01
H 0.7806 1.2503 3.3054 0.00 -0.05 0.11 0.03
H 1.3368 -0.3685 2.6044 -0.01 0.00 0.01 0.03
H 2.2084 2.4234 4.9726 -0.01 0.01 0.01 0.00
H 4.3307 2.6052 6.2177 0.01 0.01 0.00 0.00
```
Forces are in eV/Å.

Properties
* strongest force on any atom: 0.436 eV/Å
* LUMO (spin up / spin down): -0.0630 / -0.0893 Ha
* multiplicity: 2
* DFT total energy: -210237.3138 eV
* HOMO (spin up / spin down): -9.027 / -9.528 eV
* net charge: +1
* orbital gap (spin up / spin down): 0.2687 / 0.2608 Ha


This record from the OMol25 dataset describes a 5-piece molecular cluster, C50H68Cl2F4N5O12S overall. The level of theory is ωB97M-V with the def2-TZVPD basis set.

```
142
Properties=species:S:1:pos:R:3:forces:R:3:lowdin_charge:R:1
C -0.2023 -0.7387 4.3071 -0.06 0.07 -0.12 -0.08
C 0.0320 -1.5975 3.0523 -0.21 0.11 0.14 -0.27
C -0.0485 -0.7528 1.7833 -0.01 -0.04 0.02 -0.63
Cl -1.7253 -0.1386 1.6846 0.01 0.14 0.18 0.85
C 0.3038 -1.4045 0.4107 -0.09 -0.10 -0.03 -0.36
C -0.6608 -2.5927 0.1632 0.10 -0.11 0.03 -0.13
C -0.5595 -3.5227 -1.0584 -0.04 -0.15 -0.01 -0.17
C -1.9571 -3.9113 -1.5498 -0.05 0.05 0.03 -0.18
C -2.8601 -4.6559 -0.5475 -0.06 0.02 -0.09 -0.19
C -4.3177 -4.1770 -0.6470 0.12 0.14 -0.05 -0.19
C -4.5428 -2.8218 0.0639 0.02 -0.13 -0.22 -0.19
C -4.8232 -1.6612 -0.8994 0.02 0.09 0.14 -0.16
C -4.4812 -0.2844 -0.3235 0.04 -0.06 0.05 -0.23
O -3.3615 0.2491 -1.0252 -0.05 -0.10 -0.13 -0.24
C -3.2691 1.6598 -0.9258 0.02 0.02 0.12 -0.11
C 0.0302 -0.3780 -0.7222 0.02 0.09 0.00 -0.61
Cl 0.5748 1.3161 -0.3909 0.04 -0.02 0.03 0.72
O 0.5048 -0.7779 -1.9503 -0.06 -0.28 -0.08 -0.08
C 1.8893 -1.0000 -2.0370 0.05 0.02 -0.02 -0.18
C 2.1674 -1.2943 -3.5580 0.05 0.08 0.09 -0.37
F 1.1186 -0.8542 -4.2705 0.04 0.09 0.06 0.15
F 3.2474 -0.5562 -3.9112 -0.08 -0.03 -0.15 0.13
C 2.4179 -2.7672 -4.0016 -0.11 -0.05 0.15 -0.29
F 1.9789 -2.9393 -5.2557 0.07 0.03 -0.05 0.12
F 3.7472 -3.0214 -3.9744 0.03 -0.03 -0.13 0.09
C 2.3256 -2.1137 -1.0839 0.16 -0.11 -0.08 -0.21
C 3.8374 -2.4239 -1.1159 0.01 -0.03 -0.01 -0.14
C 4.8168 -1.2948 -1.4840 -0.03 -0.06 0.14 -0.21
C 6.1470 -1.4614 -0.7541 0.02 -0.07 -0.17 -0.19
C 7.1928 -0.4288 -1.1700 -0.06 0.13 0.07 -0.16
C 6.8765 0.9774 -0.6869 0.05 0.10 0.09 -0.23
O 5.8476 1.5738 -1.4619 -0.08 -0.25 -0.02 -0.20
C 5.0627 2.4880 -0.7342 0.06 0.11 -0.05 -0.11
N 1.8191 -1.8664 0.3829 0.34 0.25 -0.10 -0.28
S 2.9556 -0.6093 1.0384 -0.18 -0.12 -0.13 1.03
C 2.0074 -3.2025 1.1220 -0.05 -0.08 0.00 -0.13
C 3.0732 -3.3357 2.2172 -0.01 -0.02 -0.12 -0.27
O 2.9556 -4.6810 2.6295 -0.04 -0.05 0.13 -0.02
H 0.0324 0.3122 4.1180 0.04 -0.04 0.06 0.08
H -1.2454 -0.7815 4.6149 0.03 0.05 0.01 0.07
H 0.4139 -1.0797 5.1374 -0.04 -0.05 0.02 0.08
H -0.7488 -2.3591 3.0038 0.20 -0.19 0.07 0.10
H 0.9984 -2.0921 3.1477 -0.03 0.01 -0.12 0.07
H 0.5416 0.1516 1.9047 0.02 0.00 -0.09 0.04
H -1.6364 -2.1095 0.1321 -0.01 0.04 -0.05 0.08
H -0.6980 -3.2072 1.0610 -0.09 0.05 0.01 0.11
H 0.0061 -4.4246 -0.7934 0.04 0.04 -0.04 0.12
H -0.0573 -3.0473 -1.8994 -0.11 0.02 0.05 0.09
H -1.8555 -4.5048 -2.4615 -0.03 0.01 0.01 0.12
H -2.4489 -2.9823 -1.8512 0.02 0.02 0.00 0.11
H -2.5043 -4.5021 0.4763 -0.07 -0.06 0.00 0.10
H -2.8094 -5.7300 -0.7392 0.07 0.01 0.03 0.11
H -4.5528 -4.0630 -1.7112 -0.10 -0.07 0.03 0.11
H -5.0023 -4.9386 -0.2727 0.09 0.01 0.13 0.11
H -3.6593 -2.5758 0.6619 -0.01 -0.02 0.02 0.08
H -5.3571 -2.9120 0.7847 0.01 0.06 0.02 0.11
H -5.8677 -1.6832 -1.2193 0.04 -0.06 -0.01 0.12
H -4.2235 -1.7800 -1.8035 -0.01 0.04 -0.04 0.10
H -5.3294 0.4060 -0.3773 0.05 0.04 -0.17 0.12
H -4.2153 -0.3728 0.7360 -0.12 0.03 0.08 0.08
H -3.2914 1.9960 0.1183 0.02 -0.05 -0.08 0.06
H -4.0860 2.1419 -1.4710 0.01 0.00 0.03 0.07
H -2.3201 1.9564 -1.3719 -0.04 0.02 -0.02 0.08
H -1.0519 -0.3051 -0.8258 0.03 0.07 0.03 0.09
H 2.4400 -0.0774 -1.8315 -0.11 0.05 0.04 0.13
H 1.9163 -3.4960 -3.3574 -0.06 0.04 -0.07 0.16
H 1.7904 -3.0172 -1.3571 -0.08 0.07 0.16 0.11
H 3.9673 -3.2459 -1.8209 0.02 0.05 0.10 0.13
H 4.1344 -2.8410 -0.1570 -0.04 -0.03 0.10 0.09
H 4.4069 -0.3119 -1.2565 0.05 0.03 -0.05 0.07
H 5.0059 -1.3115 -2.5576 -0.06 0.10 0.07 0.12
H 6.5294 -2.4652 -0.9673 0.02 0.00 0.08 0.12
H 5.9829 -1.3998 0.3292 0.03 -0.05 -0.01 0.11
H 7.3047 -0.4357 -2.2579 0.04 0.09 0.01 0.12
H 8.1649 -0.6948 -0.7485 -0.02 -0.08 -0.02 0.12
H 7.7725 1.6081 -0.7244 -0.03 0.00 -0.01 0.13
H 6.5586 0.9294 0.3665 0.03 0.00 -0.03 0.12
H 4.3172 2.8924 -1.4170 0.00 0.01 0.02 0.09
H 4.5501 1.9952 0.1053 0.02 0.01 -0.02 0.07
H 5.6616 3.3141 -0.3345 -0.01 -0.02 0.00 0.10
H 2.3956 -0.5906 2.2533 0.03 0.04 0.04 -0.07
H 1.0567 -3.4754 1.5565 0.01 0.06 0.05 0.11
H 2.2309 -3.9521 0.3681 0.00 -0.01 -0.02 0.14
H 2.9122 -2.6387 3.0404 0.04 -0.04 -0.01 0.10
H 4.0797 -3.1748 1.8315 0.00 0.08 0.02 0.10
H 2.7217 -4.7299 3.5624 0.04 0.00 -0.10 0.11
C -4.2267 7.2390 2.6574 0.00 -0.03 0.00 -0.06
C -4.1630 6.3219 1.6158 0.04 -0.03 0.01 -0.05
C -3.9641 4.9785 1.8894 0.01 0.02 -0.02 0.01
C -3.8316 4.5856 3.2092 -0.01 -0.04 -0.01 -0.15
C -3.8877 5.4789 4.2637 -0.01 0.04 0.02 0.00
C -4.0884 6.8197 3.9748 0.00 -0.01 0.00 -0.06
N -3.6200 3.1566 3.4979 0.04 0.04 0.04 -0.34
O -3.5743 2.3936 2.5503 -0.02 -0.10 0.04 0.02
O -3.4959 2.8162 4.6577 -0.01 0.01 -0.09 0.08
H -4.3862 8.2871 2.4411 0.01 0.00 0.00 0.11
H -4.2641 6.6328 0.5857 -0.01 0.08 0.03 0.08
H -3.9083 4.2519 1.0929 -0.01 -0.02 0.00 0.10
H -3.7782 5.1281 5.2788 0.00 -0.02 -0.01 0.12
H -4.1372 7.5373 4.7824 0.00 0.00 0.00 0.11
C -5.0576 -2.1492 8.6285 0.00 0.00 -0.01 -0.06
C -5.8786 -1.9348 7.5293 0.01 0.00 0.00 -0.06
C -5.4254 -2.2290 6.2537 -0.02 0.03 0.03 0.00
C -4.1458 -2.7360 6.1146 0.00 -0.01 -0.01 -0.15
C -3.3073 -2.9581 7.1926 0.00 0.00 0.04 0.00
C -3.7762 -2.6580 8.4611 -0.01 0.00 0.00 -0.06
N -3.6584 -3.0512 4.7622 -0.03 0.03 0.00 -0.34
O -4.4040 -2.8407 3.8282 0.15 -0.05 -0.02 0.08
O -2.5292 -3.5033 4.6568 -0.02 0.08 -0.11 0.05
H -5.4188 -1.9193 9.6220 0.00 0.00 0.00 0.11
H -6.8752 -1.5376 7.6636 0.00 0.00 0.00 0.11
H -6.0426 -2.0693 5.3829 0.01 -0.01 -0.01 0.12
H -2.3173 -3.3582 7.0356 0.00 -0.01 -0.02 0.12
H -3.1403 -2.8240 9.3197 0.00 0.00 0.00 0.11
C -8.7381 4.5221 -4.2802 0.01 0.00 0.01 -0.06
C -7.7605 3.5660 -4.0371 0.00 0.00 0.00 -0.06
C -6.6545 3.8826 -3.2654 -0.02 -0.02 -0.03 0.00
C -6.5588 5.1634 -2.7517 0.04 0.00 0.00 -0.14
C -7.5165 6.1346 -2.9802 -0.04 0.01 -0.02 0.00
C -8.6160 5.8016 -3.7549 0.00 0.00 0.00 -0.06
N -5.3892 5.5081 -1.9260 0.01 0.03 0.05 -0.33
O -4.5478 4.6478 -1.7378 -0.07 0.07 0.02 0.06
O -5.3302 6.6333 -1.4689 0.00 -0.09 -0.09 0.07
H -9.5996 4.2687 -4.8834 0.00 0.00 0.00 0.11
H -7.8572 2.5714 -4.4505 0.00 0.00 0.00 0.11
H -5.8782 3.1601 -3.0654 0.02 0.00 0.01 0.11
H -7.3977 7.1221 -2.5609 0.02 -0.01 0.01 0.12
H -9.3776 6.5444 -3.9484 0.00 0.00 0.00 0.11
C 8.4959 1.1795 -5.7057 0.02 0.00 0.01 -0.08
C 8.7520 2.3258 -4.9642 -0.03 -0.02 0.01 -0.07
C 10.0301 2.5793 -4.4923 -0.05 0.00 0.02 0.00
C 11.0280 1.6663 -4.7787 0.04 0.01 0.00 -0.15
C 10.8015 0.5201 -5.5173 -0.03 -0.03 -0.02 0.00
C 9.5177 0.2806 -5.9827 -0.01 0.01 0.01 -0.07
N 12.3918 1.9253 -4.2711 0.01 -0.03 0.06 -0.35
O 12.5593 2.9226 -3.5980 0.01 -0.05 -0.05 0.08
O 13.2564 1.1196 -4.5488 -0.04 0.06 0.01 0.08
H 7.4959 0.9888 -6.0727 0.00 0.00 0.00 0.11
H 7.9533 3.0232 -4.7508 0.00 0.01 0.00 0.11
H 10.2571 3.4609 -3.9121 0.03 0.00 -0.01 0.12
H 11.6146 -0.1610 -5.7182 0.02 0.02 0.01 0.12
H 9.3182 -0.6088 -6.5648 0.00 0.00 0.00 0.11
```
Forces are in eV/Å.

Properties
* strongest force on any atom: 0.432 eV/Å
* LUMO: -0.1122 Ha
* multiplicity: 1
* DFT total energy: -131704.6262 eV
* HOMO: -11.370 eV
* net charge: +1
* orbital gap: 0.3057 Ha